Record 1
{"formula": "C5H8ClNS", "method": "wB97M-V/def2-TZVPD", "lumo_energy_ev": [0.646, -2.541], "e_above_lowest_ev": 0.0000, "homo_lumo_gap_ev": [7.098, 6.953], "homo_energy_ev": [-6.45, -9.49], "e_tot_ev": -30156.4273, "mol_weight_g_mol": 149.646, "spin_multiplicity": 3, "max_force_ev_per_a": 4.8, "species": ["C", "C", "C", "C", "C", "N", "S", "Cl", "H", "H", "H", "H", "H", "H", "H", "H"], "positions_angstrom": [[-0.4491, 1.0092, 0.7090], [-1.4874, 0.2626, 0.4924], [0.9760, 0.5215, 0.7147], [1.1715, -0.7080, -0.1778], [-2.5417, -0.4685, 0.3168], [1.0494, -0.4869, -1.5893], [1.1714, 0.9033, -2.2320], [-0.7899, 1.8534, -2.6452], [-0.5974, 2.0620, 0.9211], [1.6370, 1.3254, 0.3767], [1.2694, 0.2639, 1.7384], [2.1672, -1.1376, -0.0015], [0.4305, -1.4735, 0.0817], [-3.0254, -0.9591, 1.1491], [1.2089, 0.4444, -3.5225], [-2.9845, -0.6231, -0.6557]], "atomic_forces_ev_per_a": [[0.2127, 0.3041, 0.1867], [0.0178, 0.1135, 0.1547], [-0.1247, -0.3575, -0.1408], [-0.2100, 0.4364, 0.2811], [-0.2818, -0.2711, -0.0976], [0.2028, -4.3518, 2.1304], [2.9211, 2.0678, -2.4739], [-2.7294, 1.5253, -0.5754], [-0.1266, 0.0341, -0.0211], [0.0342, -0.0315, 0.1051], [0.0708, 0.0596, -0.0961], [-0.0801, -0.1044, -0.0590], [0.1551, -0.0640, -0.0028], [0.0007, -0.0284, 0.1425], [-0.1007, 0.5902, 0.6510], [0.0381, 0.0780, -0.1847]], "nbo_charge": [-0.30, 0.10, -0.45, -0.27, -0.49, -0.52, 0.58, -0.36, 0.23, 0.21, 0.23, 0.22, 0.24, 0.22, 0.12, 0.23]}



Record 2
{"formula": "C6H9NS", "method": "wB97M-V/def2-TZVPD", "lumo_energy_ev": 0.545, "e_above_lowest_ev": 6.2686, "homo_lumo_gap_ev": 9.090, "smiles": "C[C@]12C[C@@H]3S[C@H]3[C@H]1N2", "homo_energy_ev": -8.55, "e_tot_ev": -18686.9418, "mol_weight_g_mol": 127.212, "max_force_ev_per_a": 4.1, "species": ["C", "C", "C", "C", "S", "C", "C", "N", "H", "H", "H", "H", "H", "H", "H", "H", "H"], "positions_angstrom": [[2.0358, 0.2493, 0.2321], [0.5457, 0.0486, -0.0586], [-0.3887, 1.2806, -0.2331], [-1.6702, 0.4652, -0.4079], [-3.3957, -0.0429, -0.0937], [-1.6905, -0.7157, 0.5296], [-0.2984, -1.1958, 0.2160], [0.2296, -1.0772, -1.0678], [2.9512, -0.5959, 0.2833], [2.4841, 1.2339, -0.4322], [1.9287, 0.7576, 1.2358], [-0.4524, 2.0812, 0.5663], [-0.3626, 1.8917, -1.0829], [-1.5595, -0.2038, -1.2203], [-1.6888, -0.4527, 1.6546], [0.1936, -1.9605, 0.8155], [1.1380, -1.7635, -0.9367]], "atomic_forces_ev_per_a": [[2.0594, 2.7514, 0.5755], [0.7584, -1.0972, -1.7911], [-1.8322, 0.0386, 1.5437], [-1.2104, -1.2394, 1.2049], [1.2954, -0.3797, 0.5203], [-0.3681, 2.4953, 2.4126], [0.2579, -1.2591, 2.4923], [3.7775, -1.4495, -0.9170], [-3.1780, 1.9644, -0.3074], [-1.2830, -3.0577, 1.4468], [0.9772, -0.6764, -0.5723], [0.4295, -1.5075, -0.0980], [1.1249, 0.4836, -1.7434], [0.6266, 0.8943, -2.0441], [-0.1554, -0.3124, -1.8032], [-0.6142, -0.0064, 0.3246], [-2.6654, 2.3579, -1.2440]], "nbo_charge": [-0.65, 0.08, -0.43, -0.35, 0.17, -0.30, -0.09, -0.59, 0.25, 0.23, 0.22, 0.23, 0.23, 0.23, 0.21, 0.20, 0.36]}



Record 3
{"formula": "C10H16", "method": "wB97M-V/def2-TZVPD", "lumo_energy_ev": 0.919, "e_above_lowest_ev": 1.4612, "homo_lumo_gap_ev": 9.684, "smiles": "Cc1ccccc1.CCC", "homo_energy_ev": -8.76, "e_tot_ev": -10628.2824, "mol_weight_g_mol": 136.238, "max_force_ev_per_a": 4.6, "species": ["C", "C", "C", "C", "C", "C", "C", "H", "H", "H", "H", "H", "H", "H", "H", "C", "C", "C", "H", "H", "H", "H", "H", "H", "H", "H"], "positions_angstrom": [[-2.0353, -2.2308, -1.3912], [-1.8906, -0.7959, -1.0047], [-1.1642, 0.1841, -1.7525], [-1.5676, 1.4866, -1.6255], [-2.3192, 1.9411, -0.5406], [-2.7837, 0.9800, 0.3796], [-2.6118, -0.3300, 0.1239], [-2.2033, -2.9876, -0.5650], [-1.1364, -2.5925, -1.9557], [-2.8629, -2.3386, -2.0866], [-0.4577, -0.3016, -2.3340], [-1.3080, 2.1061, -2.4293], [-2.6680, 2.9301, -0.5813], [-3.2891, 1.2816, 1.3057], [-3.0824, -1.0816, 0.8299], [2.6226, 1.2302, 1.8895], [2.3559, -0.2322, 1.5006], [3.3951, -0.6138, 0.3757], [2.9078, 1.8671, 1.0636], [3.3982, 1.3330, 2.6790], [1.7147, 1.7393, 2.1677], [2.5344, -0.8376, 2.4477], [1.4026, -0.5983, 1.1580], [4.4378, -0.2887, 0.7142], [3.4398, -1.6809, 0.2244], [3.1714, -0.1690, -0.5931]], "atomic_forces_ev_per_a": [[1.4070, -1.4708, -0.1090], [-0.1712, 1.3743, 1.3511], [-2.7951, -2.7989, 2.2952], [0.1977, 0.2359, 0.8448], [-0.0992, -2.0792, -0.8020], [0.0044, 2.4523, 0.5359], [-0.1544, -2.8750, -0.0367], [0.1655, 1.2061, -0.6496], [-0.6158, 0.2754, 0.4109], [-0.2200, 0.0410, -0.0585], [1.2808, 0.1679, -2.0323], [0.5984, 1.3697, -0.6561], [-0.2332, 1.2332, 0.4650], [0.0666, -0.0030, -0.5237], [0.6030, 0.8681, -1.0183], [-0.7001, 0.2146, 0.0367], [2.4446, -0.8855, 0.3182], [0.8924, 0.2679, 1.6409], [0.5423, -0.2161, -0.5783], [-0.6059, -0.1820, -0.4857], [-0.4366, 0.0436, 0.8695], [0.0360, 0.4333, -1.2376], [-0.7889, 0.8364, -0.0922], [-1.3133, -0.3403, -0.6040], [-0.0025, -0.4659, -0.0408], [-0.1025, 0.2969, 0.1565]], "nbo_charge": [-0.64, 0.01, -0.22, -0.21, -0.23, -0.21, -0.22, 0.22, 0.21, 0.23, 0.21, 0.21, 0.21, 0.21, 0.21, -0.62, -0.40, -0.60, 0.20, 0.21, 0.21, 0.19, 0.21, 0.20, 0.20, 0.20]}